Record 1
Entry from the Open Molecules 2025 dataset: a molecular structure, C20H37F2N2O8S2 (wB97M-V/def2-TZVPD).

The geometry in XYZ format:
```
71
Properties=species:S:1:pos:R:3:forces:R:3:mulliken_charge:R:1
C -0.642401 -3.828898 -5.914983 -0.1 -0.1 -0.1 -0.731
O -1.407138 -2.641686 -5.934611 0.1 0.0 0.0 -0.291
C -1.669206 -2.114177 -7.215916 -0.2 0.0 -0.1 -0.603
C -2.198738 -0.684120 -7.098382 0.1 0.0 0.0 -0.739
C -1.497595 0.174284 -6.031240 0.0 0.1 -0.2 -0.520
C -2.440353 1.089985 -5.236391 0.1 0.1 0.1 -0.872
C -1.995112 1.369896 -3.787053 0.0 0.1 0.1 -0.517
C -3.105875 1.155643 -2.751957 0.1 -0.1 -0.1 -0.738
C -2.835417 1.821452 -1.400639 0.2 -0.2 0.0 -0.831
C -1.997805 0.945381 -0.461749 -0.1 0.2 0.0 -0.427
C -1.422653 1.724860 0.724129 -0.1 0.0 0.0 -0.800
C -1.107926 0.876003 1.962172 0.3 0.0 0.0 -0.648
C 0.346568 0.394957 2.027346 -0.1 0.1 -0.2 -0.469
C 0.692521 -0.139929 3.412815 0.1 0.0 -0.4 -0.599
C 1.987554 -0.947542 3.540575 -0.2 -0.1 0.7 0.113
C 2.428424 -1.843682 2.404110 0.1 -0.1 -0.3 -0.010
O 1.775850 -2.470670 1.626798 -0.2 -0.2 0.2 -0.588
O 3.796271 -1.885781 2.393750 -0.1 0.2 -0.2 -0.418
C 4.230489 -0.609062 2.830772 0.2 0.9 0.4 -0.095
C 4.149480 0.484396 1.747677 0.2 -0.1 0.0 -0.642
C 4.414557 0.179392 0.292198 0.0 -0.3 -0.1 0.664
C 4.368427 1.402274 -0.602057 0.1 -0.2 -0.1 -1.459
N 4.630240 -0.995575 -0.137135 0.1 0.3 0.2 -0.572
C 3.272510 -0.237838 3.968888 0.3 -0.3 0.2 -0.109
O 3.815321 -0.794169 5.167870 0.0 0.1 -0.1 -0.644
H 0.218304 -3.694380 -5.255498 -0.1 0.0 0.0 0.245
H -1.246783 -4.661251 -5.543705 0.0 0.0 0.0 0.234
H -0.276582 -4.095685 -6.911776 0.0 0.1 0.0 0.338
H -2.426481 -2.732537 -7.718529 0.1 0.0 -0.1 0.329
H -0.767867 -2.145213 -7.842419 0.1 0.0 0.2 0.421
H -2.067912 -0.222175 -8.081403 -0.2 0.0 0.0 0.328
H -3.273510 -0.719643 -6.907007 0.0 0.0 0.1 0.357
H -0.967366 -0.476413 -5.338286 0.0 0.0 0.0 0.408
H -0.753758 0.798859 -6.534541 0.2 -0.1 0.2 0.312
H -3.443439 0.655820 -5.221982 0.0 -0.1 0.0 0.457
H -2.523166 2.050924 -5.751149 -0.2 -0.1 -0.1 0.261
H -1.649711 2.404774 -3.695504 0.1 0.0 -0.1 0.371
H -1.137934 0.736310 -3.542333 0.0 0.0 0.0 0.284
H -4.048158 1.514639 -3.176660 0.0 0.1 0.0 0.513
H -3.223242 0.077192 -2.593817 -0.2 0.0 0.0 0.237
H -3.786167 2.038164 -0.906327 0.1 0.1 0.0 0.337
H -2.313364 2.771730 -1.561894 -0.1 0.0 0.0 0.357
H -1.199740 0.467557 -1.038772 0.0 -0.1 0.1 0.154
H -2.645815 0.155053 -0.070921 0.1 -0.1 -0.1 0.309
H -2.144796 2.502251 0.995945 0.0 0.0 0.0 0.441
H -0.515439 2.248983 0.402372 -0.1 0.1 0.0 0.290
H -1.749050 -0.009307 1.968995 -0.1 0.1 0.1 0.426
H -1.340534 1.432517 2.872570 0.0 0.0 0.0 0.344
H 0.494833 -0.376536 1.267919 0.1 0.0 0.0 0.296
H 1.000688 1.235953 1.758688 0.0 0.0 0.1 0.165
H 0.738588 0.696674 4.113766 -0.1 -0.1 0.1 0.209
H -0.113588 -0.768681 3.770817 -0.2 0.0 -0.1 0.230
H 1.811643 -1.680687 4.339090 -0.1 0.0 0.0 0.626
H 5.235875 -0.633985 3.247964 0.1 -0.6 -0.3 0.582
H 3.177093 0.988818 1.803107 0.0 0.0 -0.1 -0.006
H 4.885742 1.249517 2.020819 -0.1 0.1 0.1 0.492
H 4.588258 2.319082 -0.057033 -0.1 0.0 0.0 0.343
H 5.098548 1.287247 -1.405392 0.0 0.1 0.0 0.480
H 3.380894 1.483597 -1.060574 0.0 0.1 0.1 0.277
H 4.779997 -0.979974 -1.146853 0.0 0.0 0.0 0.243
H 3.178917 0.841879 4.105906 -0.2 0.0 -0.2 0.468
H 3.145397 -0.725393 5.859818 0.0 0.0 0.0 0.384
N -2.355561 -0.356868 7.787027 0.5 0.3 0.0 -0.499
S -1.751749 -0.406260 6.326825 -0.3 -0.5 -0.4 1.198
O -0.359450 -0.733801 6.251797 0.1 0.1 0.2 -0.526
O -2.252775 0.568994 5.410344 0.0 0.1 0.1 -0.560
F -2.462890 -1.753918 5.873053 0.0 0.1 0.2 -0.302
S -1.883998 0.833548 8.711588 0.0 -0.1 0.1 1.154
O -2.264520 0.587258 10.062838 -0.2 -0.1 -0.1 -0.629
O -2.082004 2.136308 8.162099 0.1 0.0 0.0 -0.569
F -0.295425 0.663664 8.722036 0.0 0.1 0.1 -0.261
```
Forces are in eV/Å.

Its gap between HOMO and LUMO is 8.91 eV. The total charge is -1. Its multiplicity is 1.


Record 2
Entry from the Open Molecules 2025 dataset: a molecular structure, C20H37F3O34S8 at a distorted geometry (wB97M-V/def2-TZVPD).

The geometry in XYZ format:
```
102
Properties=species:S:1:pos:R:3:forces:R:3:mulliken_charge:R:1
C 4.103010 6.526448 -0.685893 0.1 0.4 -0.4 -1.003
C 3.828618 5.626758 0.490757 0.2 0.1 0.0 -0.244
O 4.427929 4.363778 0.114054 -0.1 0.0 -0.1 -0.136
C 4.527310 3.404194 1.001600 0.3 0.1 0.3 0.370
O 4.180576 3.419597 2.153055 0.0 0.0 -0.5 -0.610
C 5.201507 2.179022 0.325463 -0.6 0.0 0.3 0.873
F 5.776187 1.415416 1.239075 0.2 0.0 -0.1 -0.256
F 4.228092 1.458204 -0.275286 -0.1 -0.1 0.0 -0.172
F 6.074982 2.522620 -0.607075 0.2 0.0 0.1 -0.258
H 3.543377 6.217822 -1.567977 0.1 -0.1 0.0 0.108
H 5.169742 6.485115 -0.908434 0.0 -0.2 -0.1 0.294
H 3.898542 7.586863 -0.532845 -0.3 -0.1 0.4 0.419
H 2.775416 5.442859 0.699511 0.0 0.1 0.0 0.282
H 4.324227 5.997343 1.388186 -0.1 -0.1 0.1 0.340
C -0.000634 -3.726648 3.809410 0.5 1.7 -0.4 0.075
C -0.299939 -3.947166 5.274466 0.7 -0.6 -0.2 -0.652
O -1.269341 -2.971766 5.633671 -0.5 0.3 -0.2 -0.370
S -0.890732 -1.600982 4.891152 -0.1 -0.8 -0.2 1.178
O 0.018230 -0.874997 5.695746 0.3 0.4 0.3 -0.617
O -2.072662 -0.963725 4.438300 -0.4 0.1 0.0 -0.622
O -0.150627 -2.260346 3.664753 -0.2 -0.1 0.2 -0.012
H -0.668231 -4.131480 3.060298 -0.1 -0.5 0.3 0.213
H 1.043526 -3.872681 3.547475 0.0 -0.5 0.1 0.159
H 0.608018 -3.771802 5.853354 0.0 0.0 0.1 0.352
H -0.657286 -4.959826 5.441141 -0.4 0.2 0.2 0.422
C 2.579449 1.527567 4.412031 0.0 0.3 -0.1 -0.235
C 1.773825 0.838415 3.337938 -0.9 -0.1 -0.5 0.786
O 2.721790 -0.073228 2.758361 0.2 -0.2 -0.3 -0.137
S 3.423436 -0.782340 4.010451 -0.6 0.7 0.0 0.951
O 4.710794 -1.209699 3.650719 0.8 -0.2 -0.3 -0.609
O 2.495477 -1.658976 4.613268 -0.1 -0.6 0.2 -0.387
O 3.515212 0.541002 4.886438 0.0 -0.2 0.3 -0.378
H 1.954618 1.913151 5.213617 0.1 -0.2 0.2 0.307
H 3.187990 2.308613 3.962034 -0.1 0.1 0.1 0.176
H 1.379183 1.517478 2.582166 0.5 0.1 -0.1 0.267
H 0.898787 0.266807 3.643875 0.2 0.0 0.5 -0.880
C 1.600835 -0.073432 -0.561837 0.5 -0.4 1.1 0.136
C 1.023604 1.343522 -0.510150 0.6 0.8 0.3 0.482
O -0.384738 1.203523 -0.297400 -0.4 0.5 -0.5 -0.327
S -0.766727 -0.257215 0.160314 1.5 0.0 0.2 0.663
O -1.934184 -0.663436 -0.499527 -1.0 -0.4 -0.5 -0.247
O -0.638323 -0.369712 1.559852 -0.1 0.1 0.7 -0.304
O 0.472752 -0.964979 -0.528780 -0.3 0.0 -0.7 -0.309
H 2.174193 -0.313126 0.336042 0.2 0.3 -0.1 -0.192
H 2.229327 -0.286794 -1.419923 -0.3 0.0 -0.2 0.607
H 1.238934 1.951454 -1.387173 -0.5 -0.4 -0.4 -0.391
H 1.418098 1.955788 0.305211 0.1 -0.5 0.2 -0.186
C 2.607319 -5.418970 -1.459667 -0.2 -0.4 0.9 -0.393
C 2.209558 -4.051867 -1.969543 0.2 0.2 -0.2 -0.397
O 2.212193 -3.217482 -0.804459 0.2 0.0 0.2 -0.182
S 1.711372 -4.042042 0.470104 0.8 -0.5 -0.6 1.285
O 0.322427 -3.901236 0.627981 -1.3 0.1 0.0 -0.497
O 2.569323 -3.790167 1.561642 0.4 0.3 0.3 -0.664
O 2.010447 -5.481599 -0.137734 -0.1 0.0 0.0 -0.398
H 3.676337 -5.552804 -1.303476 0.1 0.1 -0.3 0.296
H 2.175805 -6.254937 -2.001262 0.1 0.1 -0.2 0.283
H 1.217685 -4.039740 -2.421884 0.0 -0.1 0.0 0.262
H 2.947001 -3.631967 -2.648732 -0.1 0.0 -0.1 0.376
C -6.620123 1.248698 -2.928442 0.8 0.4 0.6 -0.338
C -7.517424 0.568073 -1.916516 -0.8 -0.2 -0.6 -0.410
O -6.766015 0.451930 -0.720253 0.5 0.5 0.4 -0.341
S -5.179594 0.544517 -0.992326 -1.4 -0.1 -0.8 1.293
O -4.641541 -0.731370 -0.748776 0.4 -0.7 0.1 -0.390
O -4.630331 1.710467 -0.425133 0.2 0.5 0.6 -0.653
O -5.306183 0.774128 -2.558195 0.2 -0.5 -0.5 -0.311
H -6.574477 2.331378 -2.801908 -0.4 0.0 -0.1 0.266
H -6.804004 0.979880 -3.961789 0.0 -0.1 0.0 0.324
H -7.811737 -0.427412 -2.256423 0.1 0.0 0.1 0.275
H -8.429016 1.136566 -1.739353 0.1 0.1 0.2 0.318
C -0.083264 3.965735 -3.569179 -0.3 0.1 -1.2 -0.524
C 0.334993 5.360607 -3.151299 -0.3 -0.2 0.9 -0.300
O 1.703265 5.467580 -3.564885 0.2 0.0 0.1 -0.372
S 2.340403 4.033111 -3.897431 -0.4 0.3 -1.1 1.054
O 3.496259 3.799092 -3.124057 0.0 -0.1 0.8 -0.457
O 2.431617 3.908639 -5.306073 -0.1 0.0 -0.2 -0.631
O 1.104525 3.180605 -3.370667 0.3 -0.1 0.4 -0.185
H -0.331812 3.966798 -4.635333 0.2 -0.1 0.1 0.319
H -0.916512 3.487838 -3.064605 0.2 0.2 0.5 0.441
H 0.303753 5.467190 -2.063690 0.0 0.1 0.0 0.258
H -0.268144 6.140436 -3.605495 0.2 0.0 -0.2 0.323
C -3.230773 -3.173073 2.491495 -0.2 1.2 -0.1 0.566
C -3.755024 -3.621328 1.112650 0.3 0.2 0.5 0.050
O -3.300850 -4.984718 1.053440 -0.5 -0.5 -0.4 -0.360
S -3.620132 -5.625660 2.466052 0.9 0.4 0.0 1.156
O -2.749194 -6.716762 2.685065 0.2 -0.2 0.0 -0.575
O -5.016490 -5.773265 2.648137 -0.4 0.2 0.0 -0.584
O -3.067099 -4.363780 3.277645 -0.2 -0.3 0.1 -0.237
H -3.870850 -2.472103 3.026232 -0.4 -0.3 -0.1 0.452
H -2.295936 -2.617881 2.404673 0.3 -0.6 0.0 -0.611
H -3.271649 -3.102900 0.293020 -0.1 0.1 0.0 -0.057
H -4.840693 -3.567582 1.058581 0.0 -0.1 -0.2 0.260
C -2.387951 -0.028402 -3.387721 1.2 0.2 1.1 -0.023
C -1.124851 -0.841551 -3.675498 -1.5 -0.2 0.4 -0.206
O -0.296685 0.161112 -4.280220 0.4 -0.2 -0.5 -0.235
S -1.219433 0.733437 -5.452868 -0.6 -0.6 0.6 1.038
O -1.373220 -0.235490 -6.475143 0.0 -0.2 -0.1 -0.616
O -0.817983 2.041201 -5.766954 0.3 0.9 -0.1 -0.561
O -2.555488 0.783459 -4.564041 -0.3 -0.2 -0.5 -0.273
H -2.150054 0.667792 -2.578989 -0.2 -0.1 0.0 0.091
H -3.222828 -0.636397 -3.056175 -0.4 0.1 -0.7 0.497
H -1.388896 -1.614128 -4.401051 0.4 -0.1 0.0 0.420
H -0.732202 -1.272644 -2.760962 0.5 0.3 -0.1 -0.048
```
Forces are in eV/Å.

Its gap between HOMO and LUMO is 10.53 eV. Its energy above the lowest of the compared OMol25 structures with the same formula, charge and spin is 10.9 kcal/mol. Its multiplicity is 1.


Record 3
Entry from the Open Molecules 2025 dataset: 3 unconnected molecules or ions with the total composition C20H37F5N3O4S at a distorted geometry (wB97M-V/def2-TZVPD).

The geometry in XYZ format:
```
70
Properties=species:S:1:pos:R:3:forces:R:3:mulliken_charge:R:1
N -3.386026 -4.421105 3.022822 -2.5 3.1 -0.8 -0.711
S -3.844674 -2.867553 2.461575 6.8 -1.7 -1.2 1.003
O -3.892431 -2.775401 0.954984 -1.2 -0.5 3.1 -0.683
O -2.759649 -1.915279 2.943201 -3.4 -1.0 -0.2 -0.531
C -5.532376 -2.375936 3.103547 -0.9 1.8 0.2 0.348
F -5.499375 -1.938881 4.459750 -0.2 -1.3 -2.7 -0.258
F -6.019957 -1.268268 2.354933 1.0 -2.1 1.5 -0.272
C -6.563971 -3.587987 2.879405 -1.1 -0.3 -0.9 0.621
F -6.159882 -4.509407 1.900335 -1.0 2.0 2.6 -0.189
F -7.757384 -3.017903 2.359567 2.0 -1.6 1.6 -0.265
F -6.806123 -4.248888 4.092105 0.2 1.2 -2.7 -0.220
H -3.947142 -4.619299 3.877488 0.4 0.3 -0.5 0.154
C -0.135816 -0.391770 2.920128 0.3 -0.1 0.2 -1.906
C -0.019531 0.980639 2.212321 -0.8 -2.1 -0.4 1.923
C 1.211811 0.978332 1.285239 0.3 0.3 0.1 -0.967
C 2.532835 1.052969 2.043306 0.0 0.0 0.0 -0.656
C 2.545452 2.236072 3.005448 -0.1 -0.1 -0.4 -1.297
C 1.321884 2.282103 3.943940 0.9 -0.2 1.9 1.738
N 0.031143 2.081676 3.225455 0.7 3.1 -2.9 0.373
O -0.266396 3.239572 2.589693 0.0 -1.7 1.5 -0.570
C 1.469226 1.216669 5.055103 0.1 -0.3 0.0 -1.755
C 1.364456 3.622780 4.722328 -0.4 0.2 -0.5 -1.819
C -1.296479 1.047367 1.338840 0.0 0.8 0.1 -1.704
H -0.577497 -1.143098 2.261109 -0.1 0.3 0.0 0.490
H 0.827115 -0.808102 3.219631 0.0 0.1 0.1 0.232
H -0.778722 -0.332182 3.801541 0.0 0.0 -0.2 0.400
H 1.160000 1.827416 0.592948 -0.1 0.0 0.1 0.292
H 1.208451 0.078751 0.660268 -0.3 0.1 0.1 0.224
H 2.721893 0.120868 2.584728 -0.1 0.0 0.0 0.377
H 3.356109 1.158386 1.328730 0.0 0.0 0.0 0.357
H 3.468698 2.207328 3.595226 -0.2 0.1 0.2 0.381
H 2.593094 3.158103 2.413706 -0.2 0.0 0.1 0.371
H 0.557744 1.150494 5.656292 0.0 0.0 -0.2 0.377
H 2.286581 1.474151 5.735891 -0.1 0.2 -0.2 0.472
H 1.706705 0.223550 4.681155 -0.2 0.0 -0.1 0.302
H 1.400974 4.490501 4.058758 -0.2 -0.2 0.0 0.349
H 2.258789 3.679166 5.349549 0.0 -0.3 -0.1 0.412
H 0.494454 3.726881 5.376927 0.0 0.0 -0.1 0.445
H -2.197031 1.035194 1.959273 0.1 -0.1 0.0 0.426
H -1.349084 0.188099 0.664700 0.2 -0.1 0.3 0.401
H -1.329451 1.935494 0.701901 0.1 0.1 0.2 0.326
C -0.522107 0.540011 -5.182609 0.0 -0.2 -0.3 -1.836
C 0.492458 0.912563 -4.073082 -1.5 0.9 -1.2 1.860
C 1.779309 1.464770 -4.718133 0.3 -0.2 0.1 -1.238
C 2.625938 0.385300 -5.384486 0.0 0.0 0.0 -0.487
C 2.916550 -0.756034 -4.416114 0.0 0.4 0.0 -1.227
C 1.654011 -1.328477 -3.739264 0.1 -2.0 -0.8 1.772
N 0.754794 -0.269522 -3.197343 3.0 1.9 2.2 0.194
O 1.305360 0.187397 -2.049875 -1.4 -0.9 -1.5 -0.354
C 0.872988 -2.211338 -4.740460 -0.1 0.1 -0.3 -1.721
C 2.107842 -2.334426 -2.649743 -0.1 0.6 0.5 -1.894
C -0.209907 2.061003 -3.306874 0.3 -0.2 0.6 -1.894
H -1.038119 1.427009 -5.562279 0.2 0.0 0.2 0.476
H -0.059423 0.084395 -6.058024 0.0 -0.1 0.1 0.312
H -1.293955 -0.136059 -4.805013 0.1 0.0 0.0 0.371
H 2.391054 1.967449 -3.959579 -0.2 -0.1 0.1 0.361
H 1.527318 2.231501 -5.460062 -0.2 -0.1 0.2 0.340
H 2.131324 0.004435 -6.283489 0.0 0.0 0.0 0.306
H 3.570838 0.822594 -5.723307 -0.1 0.0 0.0 0.371
H 3.447864 -1.551279 -4.950167 -0.2 -0.1 0.2 0.362
H 3.611685 -0.387981 -3.652308 -0.2 0.0 0.1 0.362
H -0.085968 -2.525817 -4.318438 0.1 0.1 0.0 0.388
H 1.433732 -3.119922 -4.978328 0.1 0.1 0.2 0.455
H 0.685675 -1.728832 -5.697460 -0.1 0.1 0.1 0.288
H 2.790136 -1.884982 -1.923941 -0.2 0.1 0.0 0.318
H 2.646847 -3.174069 -3.097380 -0.2 0.2 -0.2 0.437
H 1.250399 -2.743127 -2.108082 0.0 0.1 0.0 0.467
H -1.138850 1.713785 -2.844894 0.1 0.0 0.0 0.467
H -0.464505 2.880204 -3.985966 0.1 -0.3 -0.2 0.469
H 0.418296 2.497947 -2.527143 0.0 -0.3 0.0 0.285
```
Forces are in eV/Å.

Its gap between HOMO and LUMO (alpha / beta) is 6.66 / 6.07 eV. As for the expectation value of S²: 2.01. Its energy above the lowest of the compared OMol25 structures with the same formula, charge and spin is 71.0 kcal/mol. The total charge is -1. Its multiplicity is 3.


The records above give, respectively, energy values of -67807.489 -185782.651 -58418.622 eV.